{"formula": "C6H18O3S3Sn", "method": "wB97M-V/def2-TZVPD", "elements": ["Sn", "C", "S", "O", "C", "H", "H", "H", "H", "H", "H", "C", "S", "O", "C", "H", "H", "H", "H", "H", "H", "C", "S", "O", "C", "H", "H", "H", "H", "H", "H"], "coordinates": [[8.819557, -28.327989, 35.693997], [13.945793, -21.856715, 36.217723], [13.099748, -23.098554, 35.079858], [11.958586, -23.721793, 35.839722], [12.325975, -21.864428, 33.891731], [14.245782, -22.437903, 37.089685], [13.300641, -21.049761, 36.565154], [14.854349, -21.444358, 35.778879], [12.943049, -21.016124, 33.595575], [11.469354, -21.456663, 34.428428], [12.004311, -22.353029, 32.971998], [5.386661, -21.890916, 34.026063], [5.698197, -23.043202, 32.507233], [6.654710, -24.178240, 32.967171], [4.018737, -23.712250, 32.384994], [4.338891, -21.594946, 33.974328], [5.967627, -20.982101, 33.869177], [5.539087, -22.221617, 35.053446], [4.058785, -24.692984, 31.911025], [3.382786, -23.014122, 31.840686], [3.651404, -23.908858, 33.392225], [3.918595, -34.789467, 35.017450], [5.638890, -34.399424, 34.389121], [5.926683, -32.886921, 34.352374], [6.372358, -35.105464, 35.889703], [3.774553, -34.944391, 36.086718], [3.502884, -35.691359, 34.568141], [3.297768, -33.914539, 34.824615], [7.447228, -34.987193, 35.752711], [6.133752, -36.133778, 36.161256], [6.096204, -34.633047, 36.832392]], "atomic_forces_ev_per_a": [[-0.0556, 0.1259, -0.1296], [-0.1737, -0.7661, 0.0570], [-0.2385, 1.8310, 0.1662], [0.5413, 0.3164, -0.4467], [-0.1146, -0.2236, 0.3698], [-0.0609, -0.1269, -0.0657], [-0.3220, -0.1752, -0.3532], [-0.1721, -0.1790, -0.3956], [0.5351, -0.2989, 0.3337], [-0.0727, -0.1954, 0.0448], [0.0012, -0.2961, 0.2702], [-0.3204, 0.3933, -1.0869], [1.1037, -0.8724, 2.5388], [-1.6227, 1.5636, -0.6760], [0.1656, -0.5460, 0.5053], [-0.0621, -0.0551, -0.2939], [0.1591, -0.2049, -0.1269], [0.4054, -0.8890, -0.4268], [0.1986, 0.2536, -0.4079], [0.1036, -0.0494, 0.0441], [-0.0864, 0.2835, 0.0230], [-0.5337, 0.7755, -0.0864], [-0.9111, 0.6383, 1.2916], [-0.5543, -2.1289, 0.5275], [1.1953, 0.2619, 0.5935], [0.9332, 0.0958, 0.2027], [0.2747, 0.2171, -0.5550], [-0.0187, -0.1107, -0.5828], [0.0477, -0.2375, 0.1496], [-0.1093, -0.2999, -1.1071], [-0.2356, 0.8990, -0.3773]], "e_homo_ev": -13.35, "energy_ha": -1873.05427, "total_charge": 2, "relative_energy_ev": 6.999, "e_lumo_ev": -11.31}



{"formula": "C5H4BrIS", "method": "wB97M-V/def2-TZVPD", "elements": ["C", "C", "C", "C", "C", "S", "Br", "I", "H", "H", "H", "H"], "coordinates": [[-0.200201, -1.244318, -0.349100], [0.933486, -1.287813, -1.089542], [-0.343816, -0.517381, 0.849267], [1.889054, 1.081651, -0.205248], [-0.283586, 0.256153, 1.795221], [2.414790, -0.415642, -0.734216], [3.324848, 2.183102, 0.388866], [-3.284741, 2.352520, -0.115789], [-1.064008, -1.804451, -0.748492], [1.136659, -2.000718, -1.889990], [-4.302210, 1.123591, -0.800524], [-0.220275, 0.273305, 2.899545]], "atomic_forces_ev_per_a": [[0.1785, -0.6107, -1.6327], [-0.3488, 0.0190, 0.6896], [0.2660, 1.6739, 0.7481], [-0.2402, 0.2182, -0.2231], [-0.2168, -2.2852, 1.0006], [0.7320, 0.2423, 0.3749], [-0.0777, -0.4701, -0.2057], [-1.1770, -1.4570, -0.8216], [0.5088, 0.1270, 0.4985], [-0.6412, 0.2695, 0.0081], [1.1729, 1.4531, 0.8068], [-0.1566, 0.8200, -1.2435]], "e_homo_ev": -8.48, "energy_ha": -3462.60277, "relative_energy_ev": 5.231, "e_lumo_ev": -0.80}



{"formula": "C4H13O4", "method": "wB97M-V/def2-TZVPD", "elements": ["C", "C", "C", "O", "C", "O", "H", "H", "H", "H", "H", "H", "H", "H", "H", "H", "H", "O", "H", "H", "O"], "coordinates": [[-0.849334, -1.512946, 0.299736], [-0.458148, -0.165957, 0.951767], [0.802805, -0.127947, 1.804779], [1.805806, -1.115474, 1.388485], [-0.612302, -1.406741, -1.254865], [-1.724954, -0.870599, -1.826306], [-0.210947, -2.281673, 0.799850], [-1.906430, -1.708413, 0.403707], [-1.327624, 0.210495, 1.503939], [-0.360830, 0.562740, 0.133999], [0.576415, -0.340182, 2.837509], [1.461829, 0.797015, 1.807948], [1.490350, -1.272791, 0.491247], [0.311309, -0.829209, -1.456363], [-0.488416, -2.474765, -1.593497], [1.093390, 3.328304, 0.350081], [1.875268, 2.349106, -0.363399], [2.009162, 3.202716, 0.073507], [-1.372149, 1.840909, -2.526386], [-1.396080, 0.430662, -1.858785], [-0.719120, 1.384752, -1.966954]], "atomic_forces_ev_per_a": [[1.9172, 0.3895, -0.0002], [-0.7010, 1.1390, -0.5815], [1.9457, 0.0952, 0.2438], [-1.0496, 0.2326, -0.2617], [-0.8884, -1.7304, 0.8568], [-0.1566, 1.0698, -0.2685], [-0.7381, -0.0110, -0.4578], [-0.1601, -0.2260, 0.2049], [0.3377, 0.0543, 0.3654], [0.0114, -0.1294, 0.1201], [-0.0867, -0.2152, 0.5029], [-1.6197, -0.2927, -0.1507], [0.5891, -0.4809, -0.1926], [0.0561, -0.1403, -0.0149], [0.3400, 0.5413, -0.0945], [0.0121, 0.4395, 0.1388], [0.4235, 0.0124, -0.2510], [-0.5394, -0.4978, 0.0033], [0.6582, 0.2354, 0.1891], [1.2695, -0.3889, -0.1090], [-1.6209, -0.0963, -0.2427]], "e_homo_ev": -3.93, "energy_ha": -461.14696, "total_charge": -1, "relative_energy_ev": 1.784, "e_lumo_ev": 3.75}



{"formula": "H32O16Tl", "method": "wB97M-V/def2-TZVPD", "elements": ["Tl", "O", "H", "H", "O", "H", "H", "O", "H", "H", "O", "H", "H", "O", "H", "H", "O", "H", "H", "O", "H", "H", "O", "H", "H", "O", "H", "H", "O", "H", "H", "O", "H", "H", "O", "H", "H", "O", "H", "H", "O", "H", "H", "O", "H", "H", "O", "H", "H"], "coordinates": [[-0.163781, 0.104713, -0.190614], [-2.332962, 0.514435, 2.146137], [-3.178483, 0.958806, 2.208190], [-2.102703, 0.309080, 3.052248], [-4.684837, 1.718951, 1.254149], [-5.537776, 1.284987, 1.274447], [-4.409124, 1.663607, 0.339189], [2.689237, -3.386652, -1.832975], [2.774340, -4.223750, -2.289308], [3.588324, -3.071830, -1.739401], [2.965932, 0.355654, 0.515798], [3.250179, 1.252178, 0.337851], [3.745917, -0.178010, 0.363989], [-0.073806, 2.653530, 1.639734], [-0.482534, 3.515890, 1.565412], [0.698953, 2.800422, 2.185164], [1.745084, 0.027192, -2.697679], [2.701928, 0.032888, -2.723074], [1.484596, -0.330059, -3.546647], [3.589107, 2.672748, -0.291837], [3.916068, 3.517284, 0.018146], [4.310560, 2.310112, -0.805881], [1.111150, 2.630130, -1.409881], [2.057612, 2.650331, -1.268361], [0.994190, 2.965503, -2.298746], [0.681823, 0.096468, 2.647601], [0.157855, 0.442188, 3.370201], [1.580784, 0.345297, 2.862494], [-1.082231, 0.334642, -3.044309], [-0.649047, 0.338019, -3.897871], [-2.016744, 0.364124, -3.249327], [-3.174075, -0.100708, -0.431082], [-3.809034, -0.294278, 0.258554], [-3.705252, 0.029796, -1.216613], [-1.642970, -2.581489, 0.597783], [-2.490545, -2.947712, 0.850219], [-1.041988, -3.325984, 0.625560], [-0.704821, -2.800075, 3.647851], [-0.834544, -3.692235, 3.969488], [-1.505536, -2.601121, 3.162565], [-1.832583, 2.544473, -0.849413], [-1.403543, 3.233281, -0.341783], [-2.011613, 2.948305, -1.698592], [0.225524, -2.228438, -2.175072], [-0.216533, -2.696070, -2.883682], [1.022908, -2.733267, -2.015180], [1.601433, -2.278712, 1.262786], [2.500813, -1.963871, 1.172087], [1.692749, -3.180772, 1.569686]], "atomic_forces_ev_per_a": [[-0.4256, 0.2998, 0.0494], [0.9973, -0.8417, -0.3554], [-0.9087, 0.8214, -0.3900], [0.1477, -0.1110, 0.3750], [0.3513, -0.2713, 0.2869], [-0.5975, 0.0739, 0.2360], [0.1480, 0.3514, -0.3081], [-0.3306, 0.1762, 0.0962], [0.0803, -0.4667, -0.1662], [0.2719, 0.0723, -0.0011], [-1.0959, -1.2602, 0.2549], [0.0464, 0.9950, 0.1497], [0.2536, -0.3760, -0.0056], [-0.2189, -0.7246, -0.4398], [-0.1812, 0.4798, 0.1263], [0.4167, 0.0934, 0.1658], [-0.3442, 0.5897, 0.5947], [0.4505, -0.1157, 0.0635], [-0.1042, -0.4426, -0.2322], [-0.0336, 0.1483, -0.3901], [0.1218, 0.5377, 0.3174], [0.5713, 0.0818, -0.3933], [-1.1697, -0.5269, 0.6176], [0.9294, 0.0653, 0.4312], [-0.2755, -0.0714, -0.6017], [-0.3031, -0.3951, -1.0346], [-0.4947, 0.2601, 0.2408], [0.6859, -0.0499, -0.1384], [0.0762, 0.2054, 0.8444], [0.2262, -0.0087, -0.2724], [-0.4006, -0.0887, -0.0652], [0.7678, 0.1459, -0.4077], [0.0464, -0.2388, 0.6055], [-0.0852, -0.1304, -0.4728], [0.3881, 0.6869, -0.3630], [-0.4925, 0.0607, 0.0533], [0.4401, -0.2228, 0.0780], [0.2588, 0.2591, -0.2102], [-0.0177, -0.3041, 0.3461], [-0.2063, 0.0286, -0.1130], [0.0982, -0.9714, 0.5303], [0.2449, 0.2730, 0.1754], [-0.0186, 0.0820, -0.5912], [-0.4624, 1.2258, 0.1694], [-0.7460, -0.2420, -0.1059], [1.1787, -0.4433, 0.5067], [-0.3073, 0.6860, -0.3922], [0.2235, 0.0663, -0.0068], [-0.2007, -0.4622, 0.1424]], "e_homo_ev": -18.55, "energy_ha": -1394.29473, "total_charge": 3, "e_lumo_ev": -15.84}



{"formula": "C17H19N3O6", "method": "wB97M-V/def2-TZVPD", "elements": ["O", "N", "N", "N", "O", "O", "O", "O", "O", "C", "C", "C", "C", "C", "C", "C", "C", "C", "C", "C", "C", "C", "C", "C", "C", "C", "H", "H", "H", "H", "H", "H", "H", "H", "H", "H", "H", "H", "H", "H", "H", "H", "H", "H", "H"], "coordinates": [[1.930367, 1.314888, -1.705119], [-0.423000, 0.790978, -4.453967], [1.151629, -0.041504, 2.906787], [-0.838215, -1.259205, 2.801748], [0.273726, -0.830282, 0.922075], [-0.763683, -0.626818, -4.604827], [1.730196, -0.956384, -1.802218], [2.116053, 0.616978, 4.921218], [-1.784658, -1.947762, 4.834798], [1.316235, 0.291430, -1.425487], [-0.591369, 1.499223, -3.315829], [0.171555, -0.718551, 2.241931], [1.191470, -0.038725, 4.192613], [-0.709777, -1.505117, 4.051552], [0.248388, -0.844604, 4.764585], [-2.837044, 0.513093, -0.637470], [-2.041523, -0.059454, 0.323456], [-2.374991, 0.963233, -1.802867], [-0.682334, -0.182513, 0.108982], [-0.155265, 0.350890, -1.139138], [-1.037535, 0.973123, -2.031920], [0.136508, -1.292542, -5.453865], [3.090635, -1.002470, -2.222977], [3.146943, 1.400940, 4.250858], [-3.034074, -1.890067, 4.078779], [-0.475467, 2.894036, -3.415036], [0.251107, -0.930365, 5.868811], [-3.920318, 0.397759, -0.382560], [-2.463445, -0.591814, 1.159878], [-3.047218, 1.447374, -2.515619], [-0.408586, -2.141949, -5.946608], [1.035163, -1.657774, -4.832613], [0.514690, -0.688370, -6.364582], [3.806332, -0.997183, -1.342633], [3.259680, -0.136072, -2.953430], [3.202684, -2.004655, -2.754874], [3.950403, 0.749351, 3.797057], [3.717052, 2.020519, 4.948901], [2.670778, 1.960300, 3.533863], [-3.203981, -2.790877, 3.372841], [-3.750286, -1.755275, 4.922028], [-3.104229, -1.001894, 3.481905], [-0.619587, 3.344640, -2.466650], [-1.237989, 3.275670, -4.220012], [0.592978, 3.087801, -3.694367]], "atomic_forces_ev_per_a": [[-0.3488, -1.4658, 1.1877], [-0.0199, 1.3114, 1.3354], [0.3790, 0.2182, -4.4000], [-1.8981, -2.4631, -1.7162], [-0.4074, 1.1828, -1.8549], [-0.2104, 1.8651, 1.6336], [-0.1555, 1.0265, 1.3728], [0.2304, 0.1285, 0.0977], [0.5621, -0.1579, -2.6354], [-0.0522, 0.9446, -2.9341], [-0.1589, -6.3076, -3.3969], [2.4773, 2.1346, 1.5248], [0.0013, -0.8897, 0.1085], [-1.8191, 2.1705, 3.7007], [0.8132, -0.7827, 4.7029], [-2.8587, -1.4616, 2.2791], [1.2558, -1.2115, 0.9012], [-1.1565, 1.7570, -1.2343], [1.2791, 0.6970, -2.2494], [-0.6632, -0.7561, 2.4864], [1.8395, -1.7640, 0.1206], [1.5741, -0.1909, -1.1028], [1.0370, -0.4637, -1.1485], [1.4319, -2.2844, 0.8241], [-0.3826, -1.2998, 0.9595], [0.6496, 3.1775, -2.8089], [-0.1512, -0.0777, -0.7691], [0.8797, 0.6077, -0.6812], [-0.1602, 0.3057, 0.2160], [0.1929, -0.3663, 0.0784], [0.3897, 0.5834, 0.9421], [-1.2001, 0.3696, -1.1138], [-0.5624, -0.3889, 1.6957], [-0.8987, 0.2888, -1.0536], [0.1309, -1.3193, 1.1648], [-0.1367, 1.4054, 0.6643], [-1.1910, 0.3353, 0.2086], [-0.8291, -0.1409, 0.3847], [-0.7449, 1.4641, -1.8341], [0.2463, 1.2835, 1.5081], [0.0632, -0.7101, -0.9690], [0.2464, 0.5081, -0.3196], [-0.3649, 0.6418, 0.7433], [1.6736, -0.2966, 1.5395], [-0.9829, 0.3912, -0.1588]], "e_homo_ev": -8.97, "smiles": "CO/N=C(/C)c1cccc(Oc2nc(OC)cc(OC)n2)c1C(=O)OC", "energy_ha": -1274.72372, "relative_energy_ev": 6.641, "e_lumo_ev": 0.69}